1.
ORCA calculation (the ωB97M-V functional and the def2-TZVPD basis) on C22H40Cl2N5O3Pm as an isolated structure in a non-equilibrium geometry.

Results
⟨S²⟩: 6.008
2S+1: 5
Highest occupied orbital energy (spin up / spin down) (eV): -5.0 / -5.0
HOMO-LUMO gap (spin up / spin down) (eV): 5.045 / 5.054

Atoms and positions in Å:
1 O 2.714866 0.912064 -4.034178
2 C 2.298551 1.148858 -5.152696
3 C 2.380682 2.484857 -5.831386
4 C 2.689482 3.631497 -5.085933
5 H 2.855316 3.543520 -4.008605
6 C 2.781362 4.871382 -5.715781
7 H 3.011509 5.763829 -5.129443
8 C 2.578378 4.969029 -7.102570
9 H 2.649384 5.936354 -7.596459
10 C 2.286771 3.819007 -7.852265
11 H 2.135252 3.891505 -8.928552
12 C 2.191858 2.584303 -7.215584
13 H 1.970038 1.676732 -7.772983
14 H 1.837215 0.349646 -5.776810
15 C -3.218350 0.615826 -2.334236
16 C -2.977075 -0.295976 -1.207051
17 H -4.262546 0.584511 -2.688726
18 H -2.566124 0.360031 -3.184313
19 H -2.981997 1.655085 -2.059762
20 C -3.755196 -1.165900 -0.617539
21 C -5.261413 -1.292567 -0.834609
22 H -3.375064 -1.885341 0.121699
23 H -5.590139 -0.656997 -1.669539
24 H -5.826870 -0.995380 0.059930
25 H -5.535874 -2.329656 -1.056648
26 Pm -0.437679 0.147670 -0.024591
27 Cl -1.161253 2.637090 0.120923
28 Cl 0.509590 -0.128198 -2.372911
29 C -2.694272 0.500064 2.464812
30 O -1.712653 -0.168480 2.013229
31 N -3.373500 0.144563 3.552987
32 C -3.001689 -1.034001 4.337078
33 C -4.498175 0.937283 4.041894
34 H -3.020563 1.421057 1.948336
35 H -2.199145 -1.568068 3.823333
36 H -3.875926 -1.688752 4.453376
37 H -2.666677 -0.732426 5.340832
38 H -4.686972 1.743205 3.324897
39 H -4.265986 1.371632 5.025632
40 H -5.393633 0.306227 4.134275
41 H -0.291845 -5.701668 0.849022
42 H 2.033979 -5.712540 -0.323225
43 C -0.641836 -5.066751 0.026203
44 C 1.594553 -5.054220 -1.085926
45 N 0.472873 -4.301269 -0.530697
46 H -1.395919 -4.365216 0.384822
47 C 0.494441 -2.974544 -0.491624
48 O -0.371030 -2.269530 0.110913
49 H 2.346792 -4.336161 -1.427925
50 H 1.320794 -2.475554 -1.031983
51 H -1.064267 -5.718943 -0.748473
52 H 1.265055 -5.670157 -1.933344
53 C 0.795825 2.410549 2.889108
54 N 1.246421 1.079208 3.264781
55 C 0.632893 0.493064 4.447686
56 C 2.087269 0.368891 2.406809
57 N 1.752960 0.288992 1.113909
58 N 3.210529 -0.168212 2.929625
59 C 3.517337 -0.052133 4.351029
60 C 4.226046 -0.857526 2.136318
61 H 1.166147 3.155916 3.614950
62 H -0.299687 2.459873 2.854464
63 H 1.168592 2.652777 1.890355
64 H 0.517608 -0.597037 4.343824
65 H 1.219634 0.716283 5.353564
66 H -0.365894 0.929245 4.592922
67 H 2.492165 -0.139653 0.551344
68 H 4.585090 -0.240951 4.489666
69 H 3.281530 0.957445 4.711817
70 H 2.948143 -0.785782 4.939296
71 H 4.162004 -1.949356 2.264474
72 H 4.118713 -0.608198 1.081523
73 H 5.221573 -0.531930 2.464687

Atoms 1-2, force components in eV/Å:
-0.17 0.45 -1.40
0.44 -0.07 0.64

2.
ORCA calculation (the ωB97M-V functional and the def2-TZVPD basis) on C22H40ClF16LiN2O10 as an isolated structure in a non-equilibrium geometry.

Results
Net charge: +2
2S+1: 1
Highest occupied orbital energy (eV): -14.7
HOMO-LUMO gap (eV): 7.375

Atoms and positions in Å:
1 Li 3.027667 -0.318504 2.597452
2 C 2.035609 -6.719204 -2.258451
3 O 2.521568 -5.636407 -1.471017
4 C 3.623355 -5.934046 -0.656091
5 C 3.737153 -4.803104 0.340136
6 N 3.712123 -3.397685 -0.256036
7 H 2.816909 -3.144544 -0.704581
8 H 3.935183 -2.794582 0.533380
9 C 4.768880 -3.086527 -1.275092
10 C 4.433118 -1.799034 -1.998540
11 O 3.097842 -1.780042 -2.360097
12 C 2.735641 -0.612143 -3.069863
13 H 1.520500 -7.418118 -1.593364
14 H 2.850984 -7.270787 -2.731744
15 H 1.320112 -6.376052 -2.997805
16 H 4.479687 -6.109718 -1.315561
17 H 3.458429 -6.860746 -0.095521
18 H 4.643486 -4.834139 0.942876
19 H 2.862788 -4.769083 0.988781
20 H 4.784766 -3.943375 -1.951873
21 H 5.741665 -3.180776 -0.791656
22 H 5.103766 -1.705263 -2.863873
23 H 4.811858 -0.919138 -1.451791
24 H 2.903383 0.249222 -2.407930
25 H 1.671499 -0.551604 -3.282908
26 H 3.323869 -0.517180 -3.983947
27 C -1.907474 5.919836 0.544587
28 O -0.875628 4.940271 0.604871
29 C -0.676797 4.429675 1.907186
30 C 0.431780 3.386153 1.822020
31 N 1.690026 4.058953 1.270953
32 H 1.824368 4.992835 1.657966
33 H 2.503960 3.507661 1.531069
34 C 1.780743 4.113172 -0.243113
35 C 3.234566 4.060015 -0.696409
36 O 3.953315 5.049164 -0.004464
37 C 5.345690 4.780276 -0.070691
38 H -1.823504 6.492985 -0.379293
39 H -1.765328 6.705528 1.291336
40 H -2.889518 5.451497 0.575304
41 H -1.606393 3.917459 2.151276
42 H -0.415388 5.178617 2.659084
43 H 0.188228 2.503134 1.235565
44 H 0.785567 3.055232 2.798130
45 H 1.302720 5.007416 -0.642367
46 H 1.164279 3.337090 -0.695503
47 H 3.238914 4.300492 -1.762249
48 H 3.492664 3.000280 -0.563747
49 H 5.938264 5.466052 0.530504
50 H 5.707505 4.821505 -1.100932
51 H 5.636717 3.790636 0.302693
52 Cl 0.502598 -0.727254 0.670539
53 O 0.734935 0.351450 -0.235029
54 O -0.852257 -1.185805 0.710859
55 O 1.352623 -1.871308 0.376247
56 O 0.949008 -0.254553 1.968022
57 C -3.549058 -3.443708 -2.609638
58 C -4.307510 -2.744727 -1.517514
59 C -4.053576 -1.217579 -1.458671
60 F -4.204361 -0.538529 -2.636027
61 F -4.779949 -0.603951 -0.478292
62 F -5.636975 -3.025589 -1.652682
63 F -3.943126 -3.304973 -0.327386
64 O -2.244088 -2.870864 -2.773573
65 C -1.192843 -3.663935 -2.344312
66 C 0.102401 -2.874813 -2.553681
67 F 1.112387 -3.643152 -2.034005
68 F 0.464555 -2.660460 -3.835527
69 F -1.332352 -3.829147 -1.018837
70 F -1.163741 -4.878049 -2.894818
71 H -4.023589 -3.375526 -3.594059
72 H -3.597128 -4.534762 -2.563981
73 H -3.017525 -0.997639 -1.158626
74 H 0.047441 -1.909884 -2.046011
75 C -5.064101 2.169208 3.593049
76 C -5.503210 2.960059 2.337516
77 C -6.938273 3.471164 2.452198
78 F -7.753169 2.539584 2.990165
79 F -6.999882 4.594199 3.240720
80 F -4.732195 4.072360 2.100857
81 F -5.453157 2.207503 1.201661
82 O -3.665530 2.297921 3.835391
83 C -2.779402 1.477517 3.108282
84 C -2.941587 -0.025831 3.316092
85 F -3.044180 -0.280217 4.648095
86 F -4.040859 -0.537210 2.726652
87 F -2.718453 1.886325 1.834925
88 F -1.602382 1.808538 3.685778
89 H -5.442475 1.170384 3.380431
90 H -5.504154 2.650018 4.462100
91 H -7.308006 3.883484 1.509211
92 H -2.057968 -0.573602 2.975224

Atoms 1-2, force components in eV/Å:
-1.31 -0.12 -0.21
0.10 -0.66 0.69

3.
ORCA calculation (the ωB97M-V functional and the def2-TZVPD basis) on C22H40ClHoN8O6S as an isolated structure in a non-equilibrium geometry.

Results
Energy above the lowest of the compared OMol25 structures with the same formula, charge and spin (kcal per mole): 0.0
Net charge: +2
⟨S²⟩: 6.004
2S+1: 5
Highest occupied orbital energy (spin up / spin down) (eV): -12.8 / -12.8
HOMO-LUMO gap (spin up / spin down) (eV): 7.224 / 7.214

Atoms and positions in Å:
1 Ho 1.382426 -0.456649 0.079742
2 C 2.972483 -3.502503 -0.433437
3 C 3.780025 -2.706723 0.614531
4 N 3.823943 -1.256823 0.306716
5 C 4.742115 -0.963667 -0.823995
6 C 4.219181 0.089829 -1.792703
7 N 2.761332 -0.003516 -2.053623
8 C 2.359088 -0.978476 -3.090466
9 C 2.567502 -2.411984 -2.636942
10 N 2.078923 -2.649885 -1.255101
11 H 2.364838 -4.238052 0.089583
12 H 3.639024 -4.069100 -1.081890
13 H 4.787225 -3.116217 0.684960
14 H 3.335794 -2.813626 1.598116
15 H 4.170358 -0.792632 1.142472
16 H 4.938489 -1.895605 -1.348077
17 H 5.705796 -0.628733 -0.442622
18 H 4.783585 0.026690 -2.727054
19 H 4.409558 1.077978 -1.379409
20 H 2.490769 0.908324 -2.403744
21 H 2.908298 -0.812816 -4.019102
22 H 1.302928 -0.802324 -3.305304
23 H 3.621646 -2.671594 -2.688698
24 H 2.061906 -3.072545 -3.338106
25 H 1.182843 -3.114004 -1.310080
26 N -0.814785 -3.263778 2.177693
27 C -1.033251 -2.942018 0.895437
28 N -2.101937 -3.453139 0.271654
29 O -0.256940 -2.172367 0.266294
30 H -1.460466 -3.829226 2.704548
31 H -0.117403 -2.755461 2.692845
32 H -2.720684 -4.112208 0.711850
33 H -2.213725 -3.279697 -0.712042
34 Cl 5.328915 -0.810643 6.057757
35 C 4.010072 -0.499730 4.987648
36 C 3.447033 -1.541198 4.272648
37 C 2.392749 -1.268231 3.406340
38 C 1.864255 0.015031 3.238009
39 C 0.725087 0.252965 2.288897
40 C 2.451015 1.036266 3.991886
41 C 3.511989 0.788363 4.853831
42 H 3.827235 -2.549804 4.402998
43 H 1.939842 -2.096584 2.865278
44 H 0.383931 1.289456 2.372962
45 H -0.131399 -0.353684 2.607081
46 H 2.061297 2.048141 3.916833
47 H 3.949419 1.592363 5.434849
48 C -8.096148 2.416840 0.311319
49 C -6.731831 1.887970 -0.153735
50 S -6.219159 2.755087 -1.608001
51 O -5.997420 4.135994 -1.250182
52 O -7.096543 2.381403 -2.681154
53 C -4.612669 2.078620 -1.993472
54 C -3.494482 2.823173 -1.261014
55 N -2.165673 2.189184 -1.495164
56 C -1.580680 1.279109 -0.676987
57 N -0.365019 0.940117 -1.122592
58 C -0.157915 1.641319 -2.278446
59 C -1.271446 2.419024 -2.516950
60 N -1.474542 3.268470 -3.628695
61 O -2.607254 3.701701 -3.835790
62 O -0.474027 3.480317 -4.315208
63 C -2.216173 0.781078 0.571471
64 H -8.400988 1.887601 1.212582
65 H -8.855392 2.257588 -0.454527
66 H -8.048902 3.482393 0.536671
67 H -6.773225 0.831143 -0.431147
68 H -5.954516 2.051856 0.600496
69 H -4.524705 2.208716 -3.073163
70 H -4.636252 1.009868 -1.759564
71 H -3.649632 2.851499 -0.185433
72 H -3.438026 3.846924 -1.601803
73 H 0.717909 1.585310 -2.899622
74 H -2.149361 1.528413 1.366554
75 H -1.705171 -0.114325 0.910386
76 H -3.270793 0.549942 0.415368
77 O 2.478206 1.855846 0.289235
78 H 3.022330 2.463532 -0.223477
79 H 2.317191 2.284107 1.140942

Atoms 1-2, force components in eV/Å:
-0.03 -0.15 -0.56
-0.03 0.09 -0.06